{"formula": "C37H51F13I2N4O7P2S2Zr", "method": "wB97M-V/def2-TZVPD", "multiplicity": 2, "orbital_gap_ev": [7.156, 7.070], "charge": 3, "e_homo_ev": [-15.19, -15.26], "lumo_energy_ev": [-8.03, -8.19], "species": ["Zr", "F", "C", "C", "C", "C", "O", "C", "C", "N", "C", "C", "C", "C", "C", "C", "N", "C", "C", "N", "C", "C", "C", "O", "O", "H", "H", "H", "H", "H", "H", "H", "H", "H", "H", "H", "H", "H", "H", "H", "H", "H", "H", "I", "I", "F", "P", "F", "F", "F", "F", "F", "C", "C", "C", "C", "C", "C", "P", "C", "C", "C", "C", "C", "C", "C", "C", "C", "C", "C", "C", "H", "H", "H", "H", "H", "H", "H", "H", "H", "H", "H", "H", "H", "H", "H", "H", "H", "H", "H", "H", "H", "H", "H", "H", "H", "H", "H", "H", "H", "H", "H", "H", "H", "F", "C", "F", "F", "S", "O", "O", "N", "S", "O", "O", "C", "F", "F", "F"], "positions_angstrom": [[-1.04281, 1.99708, 0.20033], [5.48439, 3.63593, -0.52298], [4.93534, 2.55106, -1.08944], [3.59752, 2.37704, -0.91923], [2.93852, 1.26014, -1.45862], [1.54019, 1.06113, -1.24540], [0.82890, 1.94969, -0.63074], [0.99636, -0.14887, -1.72883], [1.79149, -1.03023, -2.42429], [3.08959, -0.83369, -2.64249], [3.83055, -1.80969, -3.42303], [4.85054, -2.68171, -2.74668], [3.56531, -3.27101, -3.23522], [3.71092, 0.30567, -2.15538], [5.07927, 0.51796, -2.33010], [5.74175, 1.64011, -1.83041], [7.09784, 1.81310, -2.01328], [7.81461, 1.25478, -3.14588], [9.09618, 0.55235, -2.68306], [9.75441, 1.34131, -1.58383], [9.34258, 2.77282, -1.64067], [7.84893, 2.88445, -1.34237], [-0.41687, -0.53583, -1.41550], [-0.96483, -1.45842, -1.96241], [-0.94205, 0.15002, -0.42718], [3.03551, 3.10419, -0.34873], [1.34220, -1.93319, -2.81586], [4.04112, -1.45063, -4.42329], [4.97322, -2.58308, -1.67661], [5.76351, -2.89793, -3.28287], [2.84617, -3.57559, -2.48813], [3.57703, -3.90575, -4.10830], [5.64188, -0.23938, -2.84907], [8.05846, 2.05745, -3.84918], [7.20673, 0.54215, -3.69241], [9.77754, 0.47596, -3.52968], [8.88768, -0.45117, -2.31688], [10.77138, 1.25799, -1.65539], [9.48963, 0.96252, -0.67120], [9.59532, 3.15671, -2.62739], [9.89590, 3.35172, -0.90327], [7.52157, 3.87980, -1.65269], [7.68427, 2.80505, -0.26659], [0.15656, 4.35751, -1.32390], [-0.35992, 6.88476, -2.03640], [-1.15401, 1.07397, 2.00291], [0.17854, 1.90639, 2.85176], [1.39894, 2.65769, 3.42251], [-0.94107, 2.71326, 3.56644], [1.06965, 1.12296, 1.71354], [0.22384, 0.69676, 3.81787], [0.07364, 3.11124, 1.56222], [-4.83461, 0.10893, 4.85838], [-5.41282, 0.57886, 3.50801], [-4.38409, 0.43160, 2.38108], [-3.68442, -0.92710, 2.50469], [-2.85053, -0.99537, 3.80069], [-3.30871, 0.06125, 4.81592], [-2.71282, -1.30027, 0.95317], [-1.37277, -2.56374, 1.20767], [-0.04846, -2.02590, 1.75759], [1.05854, -3.04084, 1.43661], [0.54504, -4.48440, 1.59560], [-0.61578, -4.53634, 2.58607], [-1.83656, -3.78329, 2.02992], [-3.78221, -2.14333, -0.31941], [-4.86112, -3.07161, 0.28634], [-6.23030, -2.40166, 0.33749], [-6.73483, -2.08018, -1.07937], [-5.57100, -1.80030, -2.04319], [-4.43037, -1.13487, -1.27963], [-5.20377, -0.89306, 5.08902], [-5.16834, 0.76585, 5.66002], [-5.72238, 1.62301, 3.56067], [-6.30322, -0.00507, 3.26705], [-3.65202, 1.23763, 2.44743], [-4.88116, 0.53726, 1.41412], [-4.47099, -1.68950, 2.52786], [-1.78844, -0.85614, 3.60529], [-2.97499, -1.97682, 4.26083], [-2.91038, 1.04564, 4.56072], [-2.91968, -0.19974, 5.80024], [-1.17196, -2.88502, 0.18070], [-0.10551, -1.88542, 2.83602], [0.19583, -1.07064, 1.30343], [1.90399, -2.85954, 2.10150], [1.40847, -2.88679, 0.41029], [1.35307, -5.13272, 1.93134], [0.19856, -4.86825, 0.63298], [-0.30333, -4.10726, 3.53936], [-0.89726, -5.57142, 2.77561], [-2.47784, -3.48701, 2.85970], [-2.41112, -4.44958, 1.38488], [-3.07171, -2.74173, -0.89556], [-4.57396, -3.43937, 1.27309], [-4.93447, -3.94441, -0.36671], [-6.18185, -1.48701, 0.93531], [-6.93124, -3.07366, 0.83165], [-7.39396, -1.21222, -1.03960], [-7.32998, -2.90972, -1.46082], [-5.90487, -1.15679, -2.85686], [-5.21015, -2.72805, -2.49215], [-4.84190, -0.29839, -0.71380], [-3.66312, -0.73995, -1.95057], [-4.59892, 3.46703, -3.33129], [-4.28194, 2.26445, -2.91715], [-3.83866, 1.52359, -3.90561], [-5.31448, 1.69257, -2.33591], [-2.93428, 2.42942, -1.60910], [-1.62423, 2.11925, -2.15293], [-3.17967, 1.51607, -0.49850], [-2.93692, 3.87875, -1.01600], [-3.43573, 3.88605, 0.51251], [-2.37765, 3.15128, 1.23420], [-4.77152, 3.47926, 0.71177], [-3.02915, 5.63785, 1.04255], [-3.48604, 6.53891, 0.21522], [-1.69054, 5.63834, 1.00533], [-3.41667, 5.85505, 2.27153]]}


{"formula": "C5H31N2O11", "method": "wB97M-V/def2-TZVPD", "relative_energy_kcal_mol": 20.0, "orbital_gap_ev": 9.506, "charge": 1, "e_homo_ev": -11.78, "lumo_energy_ev": -2.27, "species": ["O", "C", "C", "C", "C", "C", "N", "N", "H", "H", "H", "H", "H", "H", "H", "H", "H", "H", "H", "H", "H", "O", "H", "H", "O", "H", "H", "O", "H", "H", "O", "H", "H", "O", "H", "H", "O", "H", "H", "O", "H", "H", "O", "H", "H", "O", "H", "H", "O"], "positions_angstrom": [[0.74984, -0.76864, -2.14023], [0.16182, -1.50475, -1.38094], [-0.49899, -0.91572, -0.14945], [-1.53568, 0.16920, -0.54605], [-0.88744, 1.45077, -0.87006], [-1.23707, 2.67522, -0.51555], [-0.48417, 3.79145, -1.08973], [-1.16825, -1.88204, 0.73467], [0.06292, -2.57432, -1.58029], [0.27557, -0.44916, 0.44790], [-2.12996, -0.18239, -1.39518], [-2.29610, 0.17380, 0.23153], [-0.07995, 1.40459, -1.58137], [-2.04362, 2.87652, 0.18074], [0.13272, 4.22025, -0.32293], [0.10763, 3.39927, -1.79862], [-1.04828, 4.54766, -1.47802], [-1.55742, -2.64012, 0.15583], [-0.45213, -2.36757, 1.27140], [1.65975, 0.81780, -2.04015], [3.03203, 1.32740, -2.45390], [2.18678, 1.64023, -2.12250], [-1.68973, -0.94458, 3.41859], [-1.04953, -0.30048, 4.65062], [-0.92549, -0.99975, 4.00366], [-4.04134, -0.89690, -3.48831], [-2.70345, -1.10017, -4.09559], [-3.11082, -1.06557, -3.25501], [1.86090, -1.14701, 4.18138], [0.78557, -0.72231, 3.15911], [1.74446, -0.77597, 3.30751], [2.43996, -2.77693, 0.53315], [1.90869, -4.09720, 0.02769], [1.67486, -3.16123, 0.04696], [-2.97193, -0.86704, 1.63013], [-4.37691, -1.25845, 1.54386], [-3.84844, -0.47683, 1.46170], [3.21860, -1.17787, 2.10451], [4.54427, -1.86425, 1.70894], [3.60532, -1.87748, 1.53033], [2.12801, 4.38116, 0.48132], [1.01432, 4.77848, 1.66327], [1.18678, 4.45008, 0.77578], [-1.74837, -4.70161, -1.10455], [-3.01089, -4.06368, -1.75168], [-2.27220, -3.89127, -1.15023], [3.81817, 3.52287, -0.89265], [3.66642, 2.90857, 0.42659], [3.64639, 3.78375, 0.02096]]}


{"formula": "C5H8O2", "method": "wB97M-V/def2-TZVPD", "relative_energy_kcal_mol": 79.1, "smiles": "C=C=CO.CC=O", "orbital_gap_ev": 9.402, "e_homo_ev": -8.53, "lumo_energy_ev": 0.87, "species": ["C", "C", "C", "O", "H", "H", "H", "H", "C", "C", "O", "H", "H", "H", "H"], "positions_angstrom": [[1.39668, 0.81645, 1.20858], [1.45749, -0.52149, 1.36725], [1.52571, -1.86466, 1.32838], [0.49967, -2.71824, 1.08244], [1.53244, 1.18889, 0.15450], [1.29395, 1.46604, 2.02546], [2.37640, -2.39257, 1.55456], [-0.26802, -2.30418, 0.82287], [-1.02677, 1.44889, -1.52146], [-1.82260, 0.18785, -1.15229], [-1.49886, -0.66928, -0.37253], [-1.81111, 2.18962, -1.34080], [-0.14831, 1.50537, -0.80173], [-0.82469, 1.52826, -2.63281], [-2.68200, 0.13904, -1.72241]]}


{"formula": "C22H41AlB2O14P", "method": "wB97M-V/def2-TZVPD", "orbital_gap_ev": 6.242, "charge": -1, "e_homo_ev": -4.13, "lumo_energy_ev": 2.11, "species": ["C", "O", "B", "O", "Al", "P", "O", "B", "C", "O", "H", "H", "H", "H", "H", "H", "H", "H", "H", "H", "H", "O", "C", "O", "C", "C", "C", "H", "H", "H", "H", "H", "H", "O", "C", "O", "C", "C", "C", "H", "H", "H", "H", "H", "H", "O", "C", "O", "C", "C", "C", "H", "H", "H", "H", "H", "H", "O", "C", "O", "C", "C", "C", "H", "H", "H", "H", "H", "H", "O", "C", "O", "C", "C", "C", "H", "H", "H", "H", "H", "H"], "positions_angstrom": [[-0.55044, -0.69770, 2.06093], [-0.21386, 0.68573, 2.18816], [-0.64543, 1.26427, 0.94494], [-1.97324, 1.81652, 0.96144], [0.43406, 1.35796, -0.84800], [0.35171, -0.78920, -1.90154], [0.27485, -0.58066, -3.43447], [2.46782, 1.80801, -0.63306], [3.22972, 2.46861, -1.89976], [3.24626, 1.54112, 0.55165], [-0.45216, -1.21019, 3.01749], [0.14345, -1.12658, 1.32137], [-1.56099, -0.83450, 1.67361], [-2.34432, 1.57452, 0.12246], [-0.25875, 2.46161, -1.77586], [-0.79177, -1.48207, -1.40238], [1.52867, -1.53912, -1.54300], [3.81163, 3.36653, -1.64437], [3.86181, 1.66927, -2.32792], [2.52360, 2.73702, -2.68961], [3.32227, 2.31523, 1.09800], [-2.64854, -2.39212, -0.03539], [-3.29856, -2.48039, -1.03529], [-4.15385, -1.51477, -1.44732], [-4.85579, -1.95847, -2.61946], [-3.97882, -3.03978, -3.22300], [-3.32797, -3.64707, -1.98847], [-5.83518, -2.33831, -2.31427], [-4.99967, -1.11480, -3.29198], [-4.53191, -3.75584, -3.83001], [-3.21334, -2.58353, -3.85391], [-3.93477, -4.44391, -1.55414], [-2.32643, -4.00468, -2.19087], [0.54405, 4.86500, -1.63788], [-0.45079, 5.49483, -1.80308], [-1.30572, 5.28339, -2.83743], [-2.34834, 6.26616, -2.81409], [-2.39700, 6.76747, -1.38170], [-0.94169, 6.64407, -0.95343], [-2.09389, 7.05967, -3.52364], [-3.28376, 5.80375, -3.12534], [-2.80363, 7.77483, -1.29134], [-3.01429, 6.10037, -0.77720], [-0.36322, 7.53582, -1.20232], [-0.84228, 6.41279, 0.10378], [-3.79249, -7.28724, -1.81577], [-2.61832, -7.30093, -1.59085], [-1.78128, -6.30984, -1.97245], [-0.42442, -6.66469, -1.65334], [-0.53470, -7.70158, -0.55091], [-1.84381, -8.39754, -0.89942], [0.05059, -7.06216, -2.55387], [0.11464, -5.77454, -1.33508], [0.32452, -8.36887, -0.50134], [-0.62987, -7.20396, 0.41606], [-1.69732, -9.21941, -1.60256], [-2.37352, -8.74695, -0.01741], [9.41490, -0.28327, 0.82119], [8.23061, -0.39057, 0.67643], [7.32919, 0.25574, 1.44599], [5.99224, -0.16444, 1.09438], [6.10558, -0.70133, -0.31789], [7.52062, -1.26613, -0.32958], [5.67129, -0.93007, 1.80651], [5.31284, 0.68113, 1.15547], [5.33399, -1.42876, -0.56357], [6.02987, 0.12102, -1.03188], [7.55220, -2.29906, 0.02290], [7.98904, -1.18781, -1.30716], [-1.98828, 5.34070, 4.08974], [-1.74862, 4.40932, 4.79953], [-1.95666, 4.43627, 6.14312], [-1.47402, 3.21744, 6.72995], [-1.45604, 2.20752, 5.59747], [-1.15284, 3.08342, 4.39118], [-0.47636, 3.40105, 7.13896], [-2.13755, 2.92305, 7.54208], [-0.73891, 1.40242, 5.74939], [-2.44519, 1.75874, 5.48506], [-0.07984, 3.20881, 4.23805], [-1.62157, 2.70164, 3.48736]]}